Record 1
This record from the OMol25 dataset describes C33H55N6OSSbSi3Y as an isolated structure in a non-equilibrium geometry. The level of theory is ωB97M-V with the def2-TZVPD basis set.

ORCA input file:
```
! RIJCOSX wB97M-V def2-TZVPD def2/J DEFGRID3
* xyz 1 1
Y 10.39398 10.28485 13.97720
C 13.09896 12.47735 13.77665
C 12.27952 12.62625 12.48558
N 10.86646 12.33848 12.68112
C 10.04436 13.41968 13.25385
C 10.16393 13.49750 14.78703
N 10.41748 12.20160 15.46456
C 11.58361 12.21146 16.34201
C 12.75888 11.32667 15.90161
N 12.76139 11.22577 14.45096
H 12.88935 13.28353 14.47300
H 14.19820 12.54728 13.57118
H 12.58063 11.95170 11.67640
H 12.39588 13.64197 12.07192
H 10.44825 12.07027 11.78074
H 9.00299 13.19706 12.96507
H 10.29930 14.37409 12.81405
H 9.26154 13.96562 15.14233
H 11.01571 14.13930 15.02776
H 9.62011 11.87207 15.99950
H 11.28734 11.87271 17.34209
H 11.93322 13.21747 16.53634
H 12.65032 10.33279 16.27833
H 13.67656 11.72238 16.32138
H 13.37214 10.47244 14.14453
S 5.68258 11.33262 13.20684
C 6.00985 11.86033 14.80714
C 7.34612 11.71642 15.13220
C 8.15155 11.13209 14.08724
C 7.35449 10.88794 12.99329
C 7.82818 10.18419 11.81155
C 7.03972 10.15196 10.63902
C 7.47162 9.43325 9.56206
C 8.65437 8.72117 9.67262
C 9.38721 8.87699 10.84057
N 9.03695 9.59892 11.89130
H 5.24916 12.27923 15.45100
H 7.65768 11.95050 16.13652
H 6.10635 10.74139 10.62532
H 6.84007 9.41376 8.64564
H 9.06184 8.06855 8.92916
H 10.31549 8.28294 10.93414
O 9.98971 9.43576 15.91959
C 9.96899 8.32004 16.59851
C 8.93688 8.00884 17.50287
C 8.96174 6.78599 18.15599
C 10.00328 5.88790 17.99252
C 11.05495 6.19131 17.13785
C 11.05828 7.39633 16.44485
C 12.13331 7.69572 15.49436
N 12.14323 8.33398 14.34284
C 13.43193 8.24475 13.86750
C 14.23777 7.60130 14.75519
N 13.37530 7.28474 15.79953
H 8.12019 8.71076 17.60817
H 8.10699 6.59351 18.83789
H 10.02202 4.92322 18.48885
H 11.82440 5.46863 17.02666
H 13.65971 8.65434 12.88050
H 15.25999 7.29436 14.69975
H 13.60106 6.78526 16.64232
C 11.13420 9.13293 7.31552
Si 12.92321 9.40674 7.86538
C 13.33813 11.16535 7.33141
C 14.01665 8.13114 7.04290
Sb 12.94391 9.15177 10.41831
Si 15.34009 9.97734 10.52216
C 15.03003 11.86108 10.33644
C 16.35643 9.34208 9.11074
C 16.12801 9.67987 12.19520
Si 12.76482 6.53932 10.60579
C 11.55721 5.97655 11.91618
C 14.47993 5.78774 10.84878
C 12.10213 5.82840 8.97366
H 11.13131 9.21531 6.20600
H 10.47192 9.90093 7.71492
H 10.80628 8.09861 7.59089
H 13.14143 11.23583 6.22167
H 14.33683 11.46089 7.53790
H 12.66693 11.87360 7.82258
H 14.68004 8.58232 6.29983
H 13.39472 7.37903 6.49895
H 14.66842 7.59492 7.72929
H 14.10890 12.09885 9.73994
H 15.81363 12.32278 9.72451
H 14.99691 12.37605 11.29870
H 15.87647 9.57847 8.15400
H 16.50703 8.23999 9.14570
H 17.30118 9.89136 9.13264
H 15.43127 10.06526 12.93852
H 17.03194 10.28933 12.21678
H 16.42273 8.65369 12.45003
H 11.88125 6.11320 12.94719
H 11.41125 4.89799 11.74098
H 10.57375 6.40640 11.80431
H 14.85916 5.98851 11.85668
H 15.16168 6.12710 10.08900
H 14.38112 4.67852 10.70489
H 12.19376 4.73212 9.03894
H 12.62757 6.23955 8.09042
H 11.03944 6.06966 8.87323
*
```

- ΔE to the lowest compared entry with this formula, charge and spin: 30.3 kJ/mol

***

Record 2
This record from the OMol25 dataset describes a 2-piece molecular cluster, C2H9N3 overall in a non-equilibrium geometry. The level of theory is ωB97M-V with the def2-TZVPD basis set.

ORCA input file:
```
! RIJCOSX wB97M-V def2-TZVPD def2/J DEFGRID3
* xyz 0 1
C 0.33023 1.95436 0.73862
N 1.42936 2.66996 1.39660
H -0.60287 2.42727 1.04268
H 0.39773 1.95355 -0.35857
H 0.34050 0.91566 1.07004
H 1.27429 3.67350 1.35512
H 2.28980 2.53785 0.88381
N -1.71862 -1.43696 -0.50996
C -0.43319 -1.80407 -0.42769
N 0.32425 -1.97668 -1.45805
H -2.46575 -1.66862 0.13061
H -1.94596 -1.25126 -1.48007
H 0.16017 -2.15062 0.42271
H 1.27922 -2.14772 -1.18680
*
```

- ΔE to the lowest compared entry with this formula, charge and spin: 114.2 kJ/mol
- SMILES: [H]/N=C/N.CN

***

Record 3
This record from the OMol25 dataset describes a 4-piece molecular cluster, C18H39N3O4PS3 overall in a non-equilibrium geometry. The level of theory is ωB97M-V with the def2-TZVPD basis set.

ORCA input file:
```
! RIJCOSX wB97M-V def2-TZVPD def2/J DEFGRID3
* xyz 1 1
C 0.37019 -1.87367 1.05423
C 1.78682 -1.28157 1.16106
C 1.89565 0.15342 0.63496
N 2.56054 0.27358 -0.69088
P 1.82877 -0.38613 -2.02523
C 2.52824 0.50912 -3.46988
N 2.04871 1.88467 -3.56703
C 2.28955 -2.13692 -2.09603
C 2.59598 -2.50430 -3.54612
C 2.06314 -3.81295 -3.99716
O 1.52613 -2.43213 -4.40048
C 0.05113 -0.22087 -2.01395
C -0.79147 -1.25712 -2.39663
C -2.16931 -1.09871 -2.36026
N -2.74486 0.03160 -1.95698
C -1.94175 1.01742 -1.58210
C -0.55410 0.96766 -1.60082
H 0.21817 -2.34019 0.08251
H 0.20233 -2.64164 1.79970
H -0.36321 -1.08430 1.18732
H 2.53610 -1.92668 0.71436
H 2.00867 -1.23141 2.22283
H 2.52758 0.70937 1.32077
H 0.92181 0.63781 0.67332
H 2.86534 1.22412 -0.86267
H 3.60227 0.51603 -3.29487
H 2.27778 -0.02288 -4.37956
H 1.04335 1.87858 -3.69879
H 2.22743 2.41536 -2.72402
H 1.49330 -2.79941 -1.78355
H 3.21243 -2.31263 -1.55133
H 3.56932 -2.22593 -3.93106
H 2.34652 -4.20102 -4.95911
H 1.18457 -4.15856 -3.47710
H -0.38181 -2.19509 -2.73358
H -2.81909 -1.91271 -2.63810
H -2.41652 1.92150 -1.22791
H 0.03571 1.81133 -1.28036
C -5.22817 -1.35994 0.65741
S -4.21679 -0.24006 1.63549
O -3.59923 -1.04646 2.72363
C -5.58439 0.66612 2.34957
H -4.56290 -2.05651 0.15080
H -5.90487 -1.90813 1.31274
H -5.78918 -0.78736 -0.08090
H -6.23245 -0.02606 2.88895
H -6.13453 1.17403 1.56043
H -5.17865 1.40488 3.03394
C 5.70974 -2.88519 4.89635
S 4.55182 -2.03867 3.81971
O 4.84569 -2.46389 2.42306
C 5.25635 -0.39915 4.03200
H 5.47010 -3.94580 4.87513
H 6.72548 -2.72862 4.53409
H 5.60160 -2.50604 5.91213
H 6.30253 -0.40818 3.72670
H 5.16520 -0.09807 5.07525
H 4.69608 0.29067 3.40404
C -3.60551 5.78429 1.50669
S -4.93703 4.70625 0.97016
O -4.54538 3.31644 1.33313
C -4.63868 4.89448 -0.79127
H -3.58836 5.77582 2.59412
H -2.65616 5.41355 1.11979
H -3.79483 6.79723 1.15233
H -3.61917 4.58547 -1.02446
H -4.79668 5.93409 -1.07679
H -5.34702 4.26005 -1.31971
*
```

***

Record 4
This record from the OMol25 dataset describes a 9-piece molecular cluster, C55H98B2N11O4 overall in a non-equilibrium geometry. The level of theory is ωB97M-V with the def2-TZVPD basis set.

ORCA input file:
```
! RIJCOSX wB97M-V def2-TZVPD def2/J DEFGRID3
* xyz 1 1
C 3.15061 -2.33787 4.87438
C 2.10474 -2.14590 3.69212
C 2.77021 -2.70144 2.39357
C 2.62645 -1.78934 1.12111
C 3.78230 -0.71433 1.01254
C 1.21657 -1.22371 0.88689
C 0.68618 0.04916 1.38295
N 1.55036 0.82565 2.20372
C 1.60439 2.04796 1.74112
C 1.17415 3.25732 2.59468
C 2.13615 2.35578 0.31991
N -0.49207 0.61711 1.19819
N -1.35962 -0.07537 0.47762
B -2.74044 0.54615 0.27554
C -2.79681 1.71916 -0.82338
O -3.87044 0.11390 0.96077
C -1.04042 -1.27426 -0.01889
B -2.21836 -2.05006 -0.85534
O -2.13716 -1.91401 -2.24951
C -3.36174 -2.92427 -0.17809
C -3.75223 -4.15766 -1.08196
C 0.22459 -1.96357 0.09424
C 0.49811 -3.34609 -0.51154
C -0.24620 -4.50487 0.24932
C -0.12469 -4.43549 1.81355
C -1.50731 -4.57289 2.56623
C -1.88236 -3.27281 3.37172
C -3.44323 -3.08449 3.54202
O -3.75044 -2.64248 4.88185
C -3.45691 -1.30342 5.03877
C -2.34595 -0.84582 6.02311
O -4.05461 -0.44906 4.46644
H 3.71260 -3.27790 4.64605
H 2.66659 -2.50901 5.85458
H 3.91624 -1.53514 4.89033
H 1.20082 -2.72551 3.96957
H 1.87536 -1.06231 3.67443
H 3.85798 -2.90900 2.52216
H 2.31796 -3.68404 2.12130
H 2.81959 -2.46829 0.25380
H 3.65504 -0.04564 0.14447
H 3.75679 -0.15270 1.97511
H 4.74412 -1.26312 1.00576
H 1.49997 4.16704 2.03842
H 0.06701 3.32163 2.66156
H 1.67420 3.27587 3.58603
H 1.45017 3.09928 -0.14910
H 3.13447 2.83740 0.39986
H 2.15452 1.44880 -0.31478
H -1.88512 1.70780 -1.45804
H -3.72019 1.67389 -1.44052
H -2.79960 2.69604 -0.28548
H -4.52037 -0.09463 0.26012
H -1.23022 -2.11355 -2.53958
H -2.99288 -3.24005 0.82224
H -4.30570 -2.34758 -0.02000
H -2.88038 -4.77589 -1.38135
H -4.18014 -3.75288 -2.02594
H -4.47041 -4.83692 -0.57758
H 0.08763 -3.33614 -1.54863
H 1.56787 -3.59431 -0.61178
H -1.30876 -4.60545 -0.04712
H 0.24677 -5.45165 -0.07433
H 0.48866 -5.30694 2.14422
H 0.34590 -3.51073 2.19614
H -2.32397 -4.77416 1.83841
H -1.50578 -5.40287 3.30893
H -1.49283 -2.34632 2.89219
H -1.49263 -3.36074 4.41231
H -3.84208 -2.30997 2.84459
H -3.97350 -4.04929 3.38155
H -1.97358 -1.68895 6.64137
H -1.49340 -0.38100 5.48140
H -2.73882 -0.08699 6.73519
C -1.30966 1.67453 -6.05846
C -2.73670 2.09353 -5.72510
C -2.84717 3.56709 -5.32144
C -2.03125 3.82952 -4.11344
N -1.39901 4.02812 -3.18109
H -0.64886 1.77368 -5.19241
H -1.28438 0.62992 -6.36830
H -0.90588 2.27699 -6.86942
H -3.11471 1.46054 -4.91719
H -3.37187 1.91596 -6.59546
H -3.88618 3.82191 -5.10667
H -2.50052 4.21314 -6.13003
C -3.00337 2.60983 3.85469
C -4.42869 3.01951 4.20043
C -4.54110 4.49076 4.61176
C -3.71392 4.74827 5.81265
N -3.07268 4.94185 6.73890
H -2.33831 2.70866 4.71509
H -2.97422 1.56487 3.54099
H -2.60483 3.22214 3.03891
H -4.79515 2.38071 5.00697
H -5.07099 2.84248 3.33505
H -5.57887 4.74104 4.83742
H -4.20409 5.14269 3.80293
C -8.77479 3.84068 -0.27893
C -8.00721 3.28328 0.91496
C -6.58139 2.85115 0.55801
C -6.61132 1.78378 -0.46705
N -6.63348 0.95774 -1.25898
H -8.90195 3.08971 -1.06111
H -9.77104 4.16170 0.02706
H -8.25847 4.70193 -0.70991
H -8.55755 2.43389 1.32660
H -7.96126 4.04499 1.69659
H -6.06994 2.47255 1.44413
H -6.00994 3.69788 0.17157
C 2.38906 -0.45608 -7.23813
C 1.71429 -1.40357 -8.22442
C 1.23515 -0.69775 -9.49640
C 0.24259 0.34738 -9.15716
N -0.52212 1.15390 -8.88919
H 1.69936 0.31322 -6.88411
H 2.73933 -1.00568 -6.36277
H 3.24973 0.03800 -7.69503
H 0.86798 -1.88756 -7.73021
H 2.41834 -2.19182 -8.50023
H 0.77268 -1.41628 -10.17453
H 2.07460 -0.23337 -10.01706
C 4.66141 -6.05781 -1.48735
C 4.00635 -7.03175 -2.45941
C 3.53215 -6.35820 -3.75092
C 2.52532 -5.31646 -3.44482
N 1.74913 -4.51209 -3.20266
H 3.95911 -5.28819 -1.15547
H 5.00907 -6.58519 -0.59801
H 5.52091 -5.56517 -1.94634
H 3.15985 -7.51459 -1.96214
H 4.72071 -7.81597 -2.71039
H 3.08407 -7.09582 -4.41829
H 4.37224 -5.89624 -4.27273
C 6.09606 -9.93812 1.05699
C 5.35649 -10.48567 -0.15910
C 6.25284 -10.61266 -1.39463
C 6.78516 -9.28462 -1.77773
N 7.19478 -8.25739 -2.06924
H 6.46713 -8.92647 0.87992
H 5.42835 -9.89261 1.91863
H 6.94453 -10.57408 1.31901
H 4.50871 -9.83243 -0.38393
H 4.94802 -11.46867 0.08486
H 5.68455 -11.01976 -2.23241
H 7.08884 -11.28522 -1.19475
C -1.02289 7.54619 2.78047
C -0.52668 8.48780 1.68761
C -0.09040 7.75287 0.41726
C 1.02381 6.82599 0.71907
N 1.88426 6.11008 0.95512
H -0.23588 6.86559 3.11285
H -1.34857 8.11472 3.65245
H -1.86930 6.94849 2.42937
H 0.30757 9.07582 2.07675
H -1.32375 9.19004 1.43457
H 0.24200 8.46833 -0.33625
H -0.92219 7.18235 -0.00141
C 5.73372 8.65282 1.37339
C 5.19620 8.66648 -0.05331
C 4.62598 10.02820 -0.46270
C 3.49920 10.39648 0.42458
N 2.63114 10.67543 1.11450
H 4.94512 8.85184 2.10151
H 6.15499 7.67491 1.61082
H 6.51910 9.40125 1.50390
H 4.42371 7.89891 -0.14925
H 6.00200 8.39876 -0.74068
H 4.26688 9.99223 -1.49229
H 5.39419 10.80110 -0.39943
*
```

- ΔE to the lowest compared entry with this formula, charge and spin: 181.7 kJ/mol

***

Number 1: frontier orbital gap 7.95 eV. Number 2: frontier orbital gap 10.29 eV. Number 3: frontier orbital gap 7.15 eV. Number 4: frontier orbital gap 7.74 eV.